No. 1
The following is a DFT calculation (ωB97M-V/def2-TZVPD) of a cluster of 10 separate species, C52H60B4FN9O7 in total at a distorted geometry.

Results
LUMO energy	0.01470	hartree
HOMO energy	-9.43	eV
structure (SMILES)	COB(O)B1OB(F)OB(CCCCOC(C)=O)O1.c1ccncc1.c1ccncc1.c1ccncc1.c1ccncc1.c1ccncc1.c1ccncc1.c1ccncc1.c1ccncc1.c1ccncc1
net charge	0

Last column: Mulliken charge in e.
CARTESIAN COORDINATES (ANGSTROEM)
1 C -1.294 -2.493 3.081  0.06
2 O -0.831 -3.865 2.861  -0.51
3 B -1.365 -4.289 1.582  0.65
4 O -2.351 -3.524 0.834  -0.48
5 B -0.763 -5.704 0.953  0.54
6 O -1.582 -6.917 0.823  -0.44
7 B -1.627 -7.143 -0.585  0.36
8 F -2.652 -8.037 -1.046  -0.32
9 O -0.789 -6.535 -1.574  -0.44
10 B 0.375 -5.899 -1.007  0.42
11 C 1.501 -5.144 -1.925  -0.68
12 C 1.991 -6.015 -3.177  -0.08
13 C 1.104 -5.906 -4.497  -0.59
14 C -0.060 -4.825 -4.457  -0.17
15 O -0.711 -4.654 -5.773  -0.40
16 C -1.422 -3.412 -5.641  0.61
17 C -2.467 -3.130 -4.468  -0.59
18 O -1.211 -2.490 -6.450  -0.55
19 O 0.593 -5.851 0.436  -0.21
20 H -0.949 -1.823 2.231  0.05
21 H -0.829 -2.144 4.061  0.03
22 H -2.423 -2.472 3.212  0.06
23 H -1.825 -2.936 0.235  0.33
24 H 1.192 -4.070 -2.182  0.10
25 H 2.421 -5.026 -1.239  0.29
26 H 2.041 -7.108 -2.814  0.22
27 H 3.085 -5.727 -3.374  0.01
28 H 1.751 -5.717 -5.431  0.20
29 H 0.617 -6.933 -4.679  0.31
30 H 0.321 -3.792 -4.162  0.32
31 H -0.857 -5.197 -3.736  0.16
32 H -1.850 -2.938 -3.522  0.03
33 H -3.161 -2.258 -4.677  0.30
34 H -3.086 -4.071 -4.247  0.32
35 C 7.726 -5.865 -5.387  -0.08
36 C 6.529 -6.528 -5.608  -0.46
37 C 5.348 -5.862 -5.324  0.06
38 N 5.294 -4.608 -4.841  -0.40
39 C 6.468 -3.992 -4.634  -0.23
40 C 7.700 -4.571 -4.890  -0.50
41 H 8.671 -6.353 -5.598  0.34
42 H 6.513 -7.539 -5.993  0.25
43 H 4.385 -6.338 -5.483  0.29
44 H 6.396 -2.983 -4.242  0.36
45 H 8.616 -4.023 -4.706  0.35
46 C 2.433 0.850 -1.360  -0.05
47 C 1.472 0.561 -2.317  -0.93
48 C 0.620 -0.507 -2.087  0.01
49 N 0.672 -1.283 -0.993  -0.13
50 C 1.613 -0.982 -0.084  -0.05
51 C 2.509 0.066 -0.218  -0.89
52 H 3.117 1.679 -1.502  0.40
53 H 1.386 1.152 -3.220  0.45
54 H -0.151 -0.770 -2.805  0.39
55 H 1.635 -1.627 0.790  0.40
56 H 3.246 0.264 0.549  0.40
57 C -4.051 -0.571 7.548  -0.03
58 C -4.664 -0.711 6.311  -0.71
59 C -3.859 -0.846 5.192  -0.10
60 N -2.518 -0.846 5.231  -0.31
61 C -1.950 -0.707 6.439  -0.21
62 C -2.665 -0.569 7.618  -0.55
63 H -4.646 -0.463 8.448  0.38
64 H -5.743 -0.716 6.219  0.42
65 H -4.292 -0.962 4.203  0.40
66 H -0.864 -0.707 6.442  0.37
67 H -2.153 -0.462 8.565  0.37
68 C -7.881 3.444 6.693  -0.44
69 C -6.832 2.539 6.757  -0.06
70 C -5.598 2.930 6.263  -0.21
71 N -5.358 4.134 5.721  -0.51
72 C -6.389 4.990 5.670  -0.44
73 C -7.660 4.696 6.140  -0.37
74 H -8.862 3.176 7.071  0.38
75 H -6.968 1.552 7.182  0.36
76 H -4.745 2.259 6.294  0.43
77 H -6.168 5.955 5.225  0.44
78 H -8.456 5.428 6.074  0.45
79 C -8.177 4.825 2.555  -0.17
80 C -9.531 5.119 2.503  -0.43
81 C -9.970 6.020 1.546  -0.20
82 N -9.159 6.629 0.667  -0.57
83 C -7.854 6.328 0.740  -0.20
84 C -7.317 5.439 1.656  -0.44
85 H -7.795 4.124 3.288  0.57
86 H -10.231 4.659 3.190  0.36
87 H -11.020 6.281 1.463  0.35
88 H -7.221 6.836 0.019  0.35
89 H -6.254 5.231 1.668  0.38
90 C 0.264 6.197 -1.849  -0.44
91 C -0.145 4.871 -1.820  -0.50
92 C 0.703 3.936 -1.249  -0.33
93 N 1.902 4.237 -0.724  -0.39
94 C 2.273 5.526 -0.766  -0.38
95 C 1.497 6.536 -1.311  -0.03
96 H -0.372 6.958 -2.286  0.39
97 H -1.100 4.570 -2.231  0.40
98 H 0.428 2.888 -1.199  0.52
99 H 3.246 5.741 -0.336  0.41
100 H 1.847 7.559 -1.314  0.37
101 C 4.541 11.290 0.927  -0.13
102 C 5.173 10.385 0.087  -0.70
103 C 4.498 9.223 -0.252  -0.03
104 N 3.267 8.919 0.189  -0.16
105 C 2.678 9.810 1.001  -0.10
106 C 3.267 11.001 1.395  -0.70
107 H 5.036 12.211 1.215  0.37
108 H 6.167 10.577 -0.296  0.36
109 H 4.949 8.486 -0.908  0.34
110 H 1.685 9.537 1.343  0.39
111 H 2.744 11.684 2.052  0.36
112 C 7.397 -12.400 -6.493  -0.15
113 C 8.416 -11.460 -6.440  -0.50
114 C 8.169 -10.262 -5.791  -0.04
115 N 6.999 -9.953 -5.211  -0.42
116 C 6.030 -10.879 -5.278  -0.17
117 C 6.178 -12.108 -5.900  -0.45
118 H 7.552 -13.351 -6.991  0.36
119 H 9.380 -11.654 -6.892  0.35
120 H 8.935 -9.497 -5.720  0.32
121 H 5.093 -10.603 -4.804  0.37
122 H 5.361 -12.818 -5.922  0.35
123 C -0.680 6.201 4.839  -0.11
124 C -1.143 7.478 4.558  -0.66
125 C -0.559 8.170 3.509  -0.05
126 N 0.433 7.679 2.750  -0.21
127 C 0.863 6.442 3.044  -0.10
128 C 0.343 5.668 4.069  -0.71
129 H -1.113 5.627 5.651  0.38
130 H -1.939 7.926 5.139  0.37
131 H -0.889 9.170 3.248  0.36
132 H 1.666 6.071 2.416  0.35
133 H 0.728 4.675 4.260  0.36

No. 2
The following is a DFT calculation (ωB97M-V/def2-TZVPD) of a structure of composition C37H62F3O17SY at a distorted geometry.

Results
spin multiplicity	2
LUMO energy (alpha / beta)	-0.37664 / -0.43414	hartree
HOMO energy (alpha / beta)	-14.71 / -14.71	eV
net charge	+3

Last column: Mulliken charge in e.
CARTESIAN COORDINATES (ANGSTROEM)
1 Y 11.520 -4.459 27.177  1.83
2 C 15.974 -2.790 26.408  -0.24
3 F 16.112 -3.083 27.725  -0.18
4 F 16.804 -1.806 26.072  -0.13
5 F 16.274 -3.890 25.652  0.06
6 S 14.240 -2.091 26.106  0.47
7 O 14.043 -0.908 26.965  -0.51
8 O 14.203 -1.754 24.685  -0.25
9 O 13.330 -3.208 26.437  0.37
10 C 15.566 -0.486 29.758  1.80
11 C 15.953 -0.240 31.222  -0.62
12 C 16.092 1.284 31.304  -0.49
13 O 15.179 1.722 30.344  -0.51
14 C 14.821 0.742 29.381  -0.43
15 H 14.982 -1.399 29.641  -0.46
16 H 16.447 -0.590 29.124  -0.90
17 H 16.770 -0.850 31.607  0.39
18 H 15.045 -0.487 31.773  0.26
19 H 17.083 1.668 31.061  0.10
20 H 15.957 1.747 32.282  0.35
21 H 15.180 1.039 28.396  0.19
22 H 13.746 0.576 29.448  0.29
23 C 21.565 -3.909 27.576  -0.98
24 C 20.254 -3.183 27.543  0.35
25 C 19.314 -4.245 27.079  0.52
26 O 19.732 -5.397 27.761  -0.44
27 C 21.180 -5.338 27.956  -0.57
28 H 22.307 -3.551 28.289  0.41
29 H 22.033 -3.906 26.591  0.34
30 H 20.340 -2.358 26.836  0.07
31 H 19.880 -2.845 28.509  0.09
32 H 19.311 -4.455 26.010  0.17
33 H 18.352 -3.911 27.469  -0.65
34 H 21.702 -6.159 27.465  0.34
35 H 21.279 -5.399 29.040  0.28
36 C 16.664 0.816 21.257  -0.70
37 C 16.278 0.967 22.745  0.03
38 C 17.139 0.007 23.463  1.30
39 O 18.345 0.094 22.723  -0.51
40 C 18.127 0.303 21.312  -0.43
41 H 16.504 1.730 20.685  0.41
42 H 16.047 0.080 20.740  0.22
43 H 15.236 0.803 23.019  -0.17
44 H 16.596 1.963 23.056  0.40
45 H 16.778 -1.020 23.524  -0.82
46 H 17.336 0.245 24.508  -0.22
47 H 18.311 -0.615 20.754  0.24
48 H 18.821 1.112 21.086  0.32
49 C 19.533 0.333 27.136  0.29
50 C 21.043 0.440 27.228  -0.53
51 C 21.141 1.658 28.160  -0.44
52 O 20.054 1.485 29.079  -0.12
53 C 19.019 0.638 28.502  0.05
54 H 19.158 -0.636 26.807  -0.40
55 H 19.210 1.061 26.391  0.38
56 H 21.650 0.648 26.347  0.47
57 H 21.441 -0.434 27.744  0.21
58 H 21.041 2.608 27.636  0.32
59 H 22.113 1.812 28.630  0.41
60 H 18.074 1.174 28.420  0.20
61 H 18.847 -0.258 29.099  0.24
62 O 13.629 -5.696 27.199  -0.27
63 C 14.561 -6.492 27.140  0.08
64 O 15.660 -6.268 27.903  -0.24
65 C 16.641 -7.214 27.609  -0.31
66 C 15.719 -8.399 27.188  -0.79
67 C 14.635 -7.758 26.371  -0.13
68 H 17.233 -7.458 28.492  0.32
69 H 17.339 -6.790 26.887  0.27
70 H 15.324 -8.969 28.029  0.31
71 H 16.293 -9.100 26.583  0.45
72 H 13.673 -8.268 26.312  0.43
73 H 14.968 -7.512 25.362  0.06
74 O 12.923 -3.898 29.035  -0.41
75 C 13.451 -4.228 30.137  0.33
76 O 13.732 -3.335 31.087  -0.22
77 C 14.148 -3.877 32.328  -0.31
78 C 13.989 -5.414 32.136  -0.79
79 C 13.878 -5.571 30.640  0.02
80 H 13.584 -3.417 33.138  0.34
81 H 15.218 -3.705 32.448  0.25
82 H 13.169 -5.823 32.726  0.30
83 H 14.879 -5.909 32.524  0.34
84 H 13.224 -6.392 30.347  0.40
85 H 14.836 -5.795 30.173  0.00
86 O 10.974 -2.754 25.539  -0.52
87 C 10.725 -2.597 24.329  0.08
88 O 9.619 -1.951 23.871  -0.31
89 C 9.667 -1.763 22.500  -0.33
90 C 10.710 -2.779 21.995  -0.85
91 C 11.610 -2.994 23.161  0.69
92 H 9.929 -0.742 22.224  0.23
93 H 8.727 -2.097 22.061  0.42
94 H 11.302 -2.448 21.141  0.37
95 H 10.227 -3.726 21.754  0.30
96 H 12.400 -2.243 23.142  -0.44
97 H 12.072 -3.978 23.238  0.52
98 O 14.319 -2.794 20.680  -0.64
99 C 15.085 -3.585 21.300  0.54
100 O 14.523 -4.683 21.832  -0.36
101 C 15.495 -5.580 22.361  0.21
102 C 16.861 -4.965 22.135  -0.75
103 C 16.599 -3.578 21.497  0.32
104 H 15.421 -6.526 21.825  0.45
105 H 15.428 -5.703 23.442  -0.38
106 H 17.253 -5.653 21.386  0.28
107 H 17.576 -4.900 22.954  0.32
108 H 17.130 -3.496 20.549  0.43
109 H 16.907 -2.772 22.163  -0.42
110 O 9.624 1.323 23.707  -0.60
111 C 10.618 1.473 24.414  0.40
112 O 10.673 2.586 25.161  -0.38
113 C 11.925 2.688 25.817  -0.53
114 C 12.865 1.690 25.091  0.14
115 C 11.877 0.661 24.525  0.64
116 H 11.714 2.501 26.869  0.29
117 H 12.302 3.702 25.683  0.35
118 H 13.497 1.249 25.862  -0.23
119 H 13.487 2.114 24.303  0.24
120 H 11.752 -0.207 25.173  -0.50
121 H 12.301 0.358 23.568  0.14

No. 3
The following is a DFT calculation (ωB97M-V/def2-TZVPD) of the molecule C2H4O3S at a distorted geometry.

Results
LUMO energy	0.01942	hartree
HOMO energy	-9.87	eV
structure (SMILES)	O=C(S)COO
net charge	0

Last column: natural (NBO) charge in e.
CARTESIAN COORDINATES (ANGSTROEM)
1 O 1.545 -1.376 0.387  -0.51
2 C 0.834 -0.529 -0.059  0.46
3 S 1.431 1.197 -0.186  -0.10
4 C -0.590 -0.694 -0.633  -0.21
5 O -1.300 0.536 -0.525  -0.26
6 O -1.339 0.817 0.898  -0.45
7 H 2.087 1.024 0.975  0.15
8 H -0.593 -0.989 -1.619  0.23
9 H -0.984 -1.738 -0.218  0.21
10 H -1.090 1.752 0.979  0.48

No. 4
The following is a DFT calculation (ωB97M-V/def2-TZVPD) of a cluster of 2 separate species, C17H22N3O2 in total at a distorted geometry.

Results
LUMO energy	0.10025	hartree
HOMO energy	-2.75	eV
net charge	-1

Last column: natural (NBO) charge in e.
CARTESIAN COORDINATES (ANGSTROEM)
1 C 0.692 -3.444 -1.254  -0.63
2 C -0.652 -2.853 -1.249  0.24
3 N -1.775 -3.624 -1.214  -0.56
4 C -2.824 -2.769 -1.232  0.04
5 C -4.224 -3.255 -1.225  -0.62
6 C -2.298 -1.433 -1.268  -0.17
7 N -0.948 -1.516 -1.289  -0.59
8 H 1.439 -2.645 -1.260  0.20
9 H 0.829 -4.079 -0.371  0.20
10 H 0.818 -4.078 -2.140  0.20
11 H -4.922 -2.413 -1.225  0.19
12 H -4.426 -3.879 -2.108  0.19
13 H -4.412 -3.874 -0.336  0.19
14 H -2.882 -0.519 -1.279  0.17
15 C 2.220 -0.355 3.290  -0.64
16 C 1.911 1.131 3.350  0.26
17 C 1.076 1.454 4.574  -0.65
18 C 3.207 1.919 3.416  -0.61
19 O 1.258 1.557 2.097  -0.54
20 C 0.040 1.032 1.784  0.89
21 N -0.322 1.263 0.447  -0.51
22 C 0.289 0.902 -0.607  0.21
23 C -0.041 1.418 -1.954  0.00
24 C 0.792 1.162 -3.067  -0.19
25 C 0.453 1.656 -4.327  -0.23
26 C -0.719 2.408 -4.500  -0.21
27 C -1.537 2.682 -3.396  -0.22
28 C -1.189 2.201 -2.125  -0.19
29 O -0.713 0.495 2.581  -0.62
30 H 2.879 -0.568 2.439  0.21
31 H 2.738 -0.663 4.207  0.21
32 H 1.297 -0.941 3.200  0.24
33 H 0.868 2.531 4.631  0.21
34 H 0.128 0.907 4.552  0.26
35 H 1.634 1.166 5.475  0.20
36 H 3.007 2.996 3.448  0.21
37 H 3.765 1.650 4.320  0.21
38 H 3.841 1.700 2.549  0.21
39 H 1.134 0.184 -0.609  0.18
40 H 1.703 0.581 -2.905  0.21
41 H 1.102 1.449 -5.179  0.21
42 H -0.997 2.773 -5.494  0.20
43 H -2.451 3.267 -3.507  0.21
44 H -1.789 2.423 -1.239  0.23

No. 5
The following is a DFT calculation (ωB97M-V/def2-TZVPD) of the molecule C2H3O2P at a distorted geometry.

Results
LUMO energy	-0.05339	hartree
HOMO energy	-10.88	eV
net charge	0

Last column: natural (NBO) charge in e.
CARTESIAN COORDINATES (ANGSTROEM)
1 C 0.766 -0.362 0.609  -0.45
2 C 1.715 0.231 0.136  0.04
3 O -1.400 1.418 0.056  -1.02
4 O -1.863 -1.120 0.134  -1.05
5 P -1.075 0.038 -0.324  2.02
6 H 0.160 -0.704 1.375  0.32
7 H -0.579 -0.374 -1.512  -0.10
8 H 2.277 0.873 -0.474  0.25